1.
{"formula": "C36H44N2O4Ti", "method": "ωB97M-V/def2-TZVPD", "orbital_gap_ev": [6.562, 6.182], "total_charge": 1, "multiplicity": 2, "energy_ha": -2658.0281, "homo_ev": [-10.67, -11.33], "elements": ["Ti", "C", "C", "C", "C", "C", "C", "C", "N", "C", "C", "C", "C", "C", "C", "O", "C", "C", "C", "C", "C", "C", "C", "C", "C", "O", "C", "C", "C", "C", "C", "C", "H", "H", "H", "H", "H", "H", "H", "H", "H", "H", "H", "H", "H", "H", "H", "H", "H", "H", "H", "H", "H", "H", "H", "H", "H", "H", "H", "H", "H", "H", "H", "H", "H", "H", "H", "H", "H", "H", "H", "H", "O", "C", "N", "C", "O", "C", "C", "C", "C", "C", "C", "H", "H", "H", "H"], "coordinates": [[-0.0596, -2.0475, 0.1738], [-2.5126, 4.7871, 0.6414], [-3.6769, 3.8158, 0.3384], [-4.3538, 4.1757, -1.0284], [-4.6266, 3.8768, 1.5519], [-3.1388, 2.3618, 0.2969], [-1.7794, 2.0685, 0.4064], [-1.3888, 0.7321, 0.2312], [-0.0911, 0.2040, 0.2176], [1.1147, 0.7924, 0.1620], [1.4336, 2.2162, 0.1427], [2.7790, 2.5388, 0.1030], [3.7452, 1.5140, 0.0293], [3.4494, 0.1168, -0.0239], [2.1428, -0.1929, 0.0832], [1.6844, -1.5209, 0.1660], [4.6353, -0.8706, -0.1435], [6.0870, -0.2278, -0.1323], [4.5595, -1.9218, 0.9149], [4.4304, -1.5947, -1.4718], [3.2162, 4.0160, 0.0483], [3.9579, 4.3321, -1.2963], [4.1507, 4.1987, 1.2385], [2.0813, 5.0222, 0.2852], [-2.3247, -0.2621, -0.0159], [-1.7401, -1.5253, 0.0020], [-3.6895, 0.0035, -0.0718], [-4.0737, 1.3517, 0.0445], [-4.7329, -1.1410, -0.2135], [-6.1272, -0.6311, -0.2308], [-4.5297, -1.8348, -1.5427], [-4.5970, -2.1003, 1.0217], [-2.9388, 5.8279, 0.6940], [-1.7347, 4.7981, -0.1102], [-2.0908, 4.5671, 1.6020], [-4.5360, 5.2068, -1.0760], [-5.2678, 3.6904, -1.2229], [-3.6406, 3.8241, -1.8002], [-5.0027, 4.8863, 1.7995], [-4.1363, 3.5474, 2.4393], [-5.5218, 3.2447, 1.4609], [-1.0954, 2.8445, 0.7352], [0.6565, 2.9592, 0.0829], [4.7808, 1.7905, -0.0429], [6.2617, 0.1830, 0.8923], [6.2671, 0.5539, -0.8828], [6.7542, -1.0956, -0.3894], [4.6927, -1.5186, 1.8863], [5.4296, -2.5948, 0.8284], [3.6269, -2.4848, 0.7697], [4.4840, -0.8978, -2.2826], [3.4560, -2.0457, -1.4327], [5.1826, -2.3535, -1.5365], [4.8488, 3.7237, -1.4111], [4.1428, 5.3785, -1.4041], [3.3385, 3.9554, -2.1299], [5.0515, 3.6005, 1.3390], [3.7182, 4.0081, 2.2528], [4.4654, 5.2281, 1.2215], [1.4368, 5.1153, -0.5960], [2.6112, 6.0131, 0.4319], [1.4833, 4.8669, 1.1638], [-5.1123, 1.6596, 0.0452], [-6.2868, 0.0528, -1.0535], [-6.3943, -0.0543, 0.6541], [-6.8294, -1.4536, -0.3546], [-4.7908, -1.1194, -2.3124], [-5.2377, -2.6879, -1.6050], [-3.5222, -2.1516, -1.5363], [-4.8913, -1.5880, 1.9100], [-3.6023, -2.4048, 1.1614], [-5.2996, -2.9518, 0.9985], [0.5532, -4.6778, -2.9262], [0.3973, -4.8173, -1.7575], [0.0268, -3.8482, -0.8067], [0.1040, -4.3926, 0.4143], [-0.0871, -3.5534, 1.3995], [0.5231, -5.7916, 0.3722], [0.6795, -6.8072, 1.3534], [0.8555, -8.0824, 0.9056], [0.9578, -8.3883, -0.4783], [0.8832, -7.3879, -1.4326], [0.6275, -6.0832, -0.9593], [0.6873, -6.5802, 2.3825], [1.0300, -8.8626, 1.6148], [1.0414, -9.4560, -0.7147], [0.9383, -7.6476, -2.4845]], "mulliken_spin": [-0.02, 0.00, -0.01, 0.00, 0.00, 0.00, 0.06, -0.07, 0.32, 0.02, 0.13, 0.01, 0.20, -0.05, 0.16, 0.02, -0.01, 0.01, 0.00, 0.00, -0.01, 0.00, 0.00, 0.00, 0.09, 0.01, -0.03, 0.09, 0.00, 0.00, 0.00, 0.00, 0.00, 0.00, 0.00, 0.00, 0.00, 0.00, 0.00, 0.00, 0.00, 0.01, 0.01, 0.03, 0.00, 0.00, 0.00, 0.00, 0.00, 0.00, 0.00, 0.00, 0.00, 0.00, 0.00, 0.00, 0.00, 0.00, 0.00, 0.00, 0.00, 0.00, 0.01, 0.00, 0.00, 0.00, 0.00, 0.00, 0.00, 0.00, 0.00, 0.00, 0.00, 0.00, 0.01, 0.01, 0.01, 0.00, 0.00, 0.00, 0.00, 0.00, 0.00, 0.00, 0.00, 0.00, 0.00]}


2.
{"formula": "C36H44N3O7S", "method": "ωB97M-V/def2-TZVPD", "orbital_gap_ev": 7.170, "total_charge": -1, "energy_ha": -2487.0553, "homo_ev": -5.03, "elements": ["C", "O", "C", "C", "C", "C", "N", "C", "O", "O", "N", "C", "C", "C", "S", "O", "O", "O", "C", "C", "C", "O", "N", "C", "C", "C", "C", "C", "C", "H", "H", "H", "H", "H", "H", "H", "H", "H", "H", "H", "H", "H", "H", "H", "H", "H", "H", "H", "H", "H", "H", "H", "H", "H", "H", "C", "C", "C", "C", "C", "C", "H", "H", "H", "H", "H", "H", "C", "C", "C", "C", "C", "C", "H", "H", "H", "H", "H", "H", "C", "C", "C", "C", "C", "C", "H", "H", "H", "H", "H", "H"], "coordinates": [[-4.3945, -2.3804, -2.7979], [-3.7178, -1.4510, -1.9227], [-2.2815, -1.6759, -1.8821], [-1.4520, -0.7359, -2.9250], [-2.4573, 0.0713, -3.9291], [-1.7067, 1.2283, -4.7544], [-2.0552, 1.5591, -5.9990], [-0.6436, -1.7581, -3.8769], [-0.6238, -1.6572, -5.1700], [0.0554, -2.8735, -3.3578], [-0.6068, 0.2976, -2.2706], [-1.3838, 1.2277, -1.3949], [-1.2779, 2.7879, -1.8242], [-1.6731, 3.6814, -0.5525], [-3.4888, 3.8657, -0.2598], [-3.7768, 4.0702, 1.2222], [-4.3246, 2.6962, -0.7038], [-4.1447, 5.2388, -1.0220], [0.4607, -0.2677, -1.4037], [1.5545, 0.9330, -1.1894], [1.6342, 1.4501, 0.3151], [1.4560, 2.6979, 0.5154], [1.9453, 0.5559, 1.4362], [0.8342, 0.4303, 2.3976], [0.1745, -0.9858, 2.5385], [-1.0247, -1.0974, 3.5207], [-1.5375, 0.1533, 4.3239], [-0.8435, 1.5433, 4.2010], [0.3502, 1.6669, 3.2219], [-3.7162, -3.1282, -3.3288], [-4.8811, -1.7426, -3.6370], [-5.2871, -2.9051, -2.2793], [-1.9580, -1.4110, -0.8005], [-2.0645, -2.7880, -2.0070], [-2.9170, -0.6582, -4.6880], [-3.2978, 0.6129, -3.3433], [-0.7924, 1.8055, -4.3447], [-1.3964, 2.3061, -6.3107], [-2.5124, 0.9996, -1.3484], [-1.0328, 1.1942, -0.2889], [-0.2958, 3.0694, -2.3265], [-2.1168, 2.9453, -2.6085], [-1.2344, 3.2222, 0.4149], [-1.2398, 4.7389, -0.6552], [-4.7346, 4.8588, -1.7159], [0.0759, -0.6530, -0.3774], [1.0529, -1.1305, -1.8559], [1.4135, 1.7828, -1.9564], [2.6019, 0.4964, -1.4340], [2.2501, -0.3666, 1.0707], [0.6007, -1.8383, 1.9165], [-1.5187, -2.1165, 3.6197], [-2.4408, 0.0605, 5.0183], [-1.1703, 2.4869, 4.7517], [0.9110, 2.6540, 3.0515], [-3.8397, -6.1067, 4.7698], [-2.6515, -6.8090, 4.9461], [-1.5225, -6.1570, 5.4322], [-1.5844, -4.8037, 5.7515], [-2.7738, -4.1024, 5.5787], [-3.9003, -4.7523, 5.0839], [-4.7189, -6.6147, 4.3875], [-2.6052, -7.8657, 4.7035], [-0.5944, -6.7033, 5.5632], [-0.7055, -4.2961, 6.1350], [-2.8223, -3.0474, 5.8292], [-4.8257, -4.2038, 4.9440], [4.3589, -2.5497, -3.7295], [5.2212, -1.7788, -4.5060], [4.7100, -0.9665, -5.5148], [3.3352, -0.9191, -5.7395], [2.4772, -1.6893, -4.9593], [2.9863, -2.5034, -3.9621], [4.7560, -3.1854, -2.9441], [6.2914, -1.8114, -4.3248], [5.3812, -0.3699, -6.1247], [2.9343, -0.2828, -6.5220], [1.4064, -1.6594, -5.1234], [2.3114, -3.1032, -3.3615], [3.6606, 3.9480, 2.7270], [4.2496, 2.9136, 3.4476], [5.3474, 3.1699, 4.2638], [5.8504, 4.4638, 4.3670], [5.2591, 5.4990, 3.6493], [4.1671, 5.2409, 2.8260], [2.8065, 3.7466, 2.0878], [3.8528, 1.9061, 3.3721], [5.8105, 2.3619, 4.8204], [6.7033, 4.6647, 5.0071], [5.6505, 6.5082, 3.7311], [3.7098, 6.0471, 2.2623]], "lowdin_charge": [-0.13, -0.24, -0.12, -0.28, -0.09, -0.20, 0.03, -0.45, -0.09, -0.21, -0.12, -0.17, -0.18, -0.22, 0.74, -0.36, -0.35, -0.21, -0.16, -0.06, -0.35, -0.02, 0.06, -0.19, -0.02, -0.06, -0.08, -0.06, -0.01, 0.10, 0.09, 0.09, 0.13, 0.12, 0.12, 0.12, 0.11, 0.02, 0.12, 0.12, 0.11, 0.11, 0.11, 0.12, 0.08, 0.11, 0.12, 0.12, 0.13, 0.13, 0.10, 0.07, 0.08, 0.09, 0.09, -0.10, -0.10, -0.10, -0.10, -0.11, -0.09, 0.10, 0.10, 0.10, 0.10, 0.10, 0.10, -0.11, -0.13, -0.12, -0.09, -0.07, -0.09, 0.09, 0.09, 0.09, 0.10, 0.07, 0.08, -0.09, -0.09, -0.10, -0.11, -0.11, -0.09, 0.07, 0.09, 0.10, 0.09, 0.10, 0.10]}


Number 1: molecular weight 616.63 g/mol. Number 2: molecular weight 662.83 g/mol.